[1]
87
Properties=species:S:1:pos:R:3:forces:R:3:lowdin_charge:R:1 method="wB97M-V/def2-TZVPD" orbital_gap_ev="6.29 / 5.86" homo_ev="-7.042 / -7.095" e_lumo_ev="-0.75 / -1.23" total_energy_ev=-143674.4129 multiplicity=4 total_charge=0 relative_energy_ev=1.5435
Re 2.066924 -0.167668 1.206060 -0.46 0.28 0.00 0.339
S 0.852877 -2.365062 1.251613 0.23 0.10 0.11 0.268
P -0.670565 -1.062238 1.666581 -0.04 0.05 -0.11 0.475
C 0.075594 0.462961 1.375395 0.05 -0.39 0.80 -0.757
P -0.581110 1.934402 2.117178 0.13 0.22 -0.24 0.364
S 0.568409 2.878186 3.394923 0.00 -0.13 -0.12 0.231
C -2.221477 1.611927 2.868713 -0.06 0.00 0.06 -0.345
C -3.365651 1.484030 2.082536 -0.05 -0.05 0.06 -0.090
C -4.610239 1.298109 2.672768 0.00 -0.02 -0.02 -0.075
C -4.720734 1.248938 4.056365 0.05 0.03 0.02 -0.086
C -3.584490 1.381217 4.847044 0.07 0.07 -0.05 -0.086
C -2.339571 1.565337 4.256974 -0.18 0.02 -0.05 -0.112
C -1.052159 3.011862 0.714616 0.09 0.12 -0.05 -0.344
C -1.631177 4.253641 0.991548 0.00 -0.03 -0.12 -0.087
C -1.984641 5.107162 -0.043197 0.02 -0.07 0.06 -0.073
C -1.756291 4.734720 -1.366258 -0.01 0.02 0.06 -0.084
C -1.174221 3.510207 -1.648392 0.06 -0.11 0.01 -0.082
C -0.822110 2.650801 -0.607937 -0.03 0.14 -0.05 -0.116
C -2.062720 -1.526313 0.605869 0.00 -0.09 -0.08 -0.347
C -2.585085 -2.820168 0.672282 -0.06 0.02 -0.04 -0.101
C -3.620749 -3.193707 -0.171019 0.06 0.01 0.03 -0.071
C -4.131037 -2.281806 -1.091518 0.02 0.02 0.03 -0.077
C -3.592892 -1.005802 -1.180538 0.05 -0.04 0.02 -0.066
C -2.553637 -0.630518 -0.334956 -0.02 -0.10 -0.07 -0.086
C -1.224722 -1.385790 3.364801 -0.07 0.07 0.10 -0.337
C -2.563922 -1.591678 3.689679 0.14 -0.13 0.01 -0.091
C -2.933674 -1.779700 5.016058 -0.01 -0.06 -0.09 -0.084
C -1.975970 -1.748090 6.016888 0.00 0.00 0.03 -0.077
C -0.640134 -1.528308 5.699537 0.05 0.02 -0.07 -0.065
C -0.264006 -1.347064 4.377814 -0.17 -0.02 0.02 -0.089
H -3.294563 1.546993 1.004175 -0.02 0.06 0.05 0.094
H -5.496377 1.207810 2.051735 0.10 0.01 0.05 0.105
H -5.694400 1.123693 4.517804 0.06 -0.01 -0.02 0.103
H -3.666483 1.345547 5.928809 0.01 0.01 -0.10 0.109
H -1.450954 1.684509 4.863158 0.01 0.03 0.01 0.072
H -1.790971 4.545168 2.023793 0.01 0.01 -0.03 0.106
H -2.433696 6.068745 0.179633 0.03 -0.06 -0.01 0.104
H -2.025803 5.406236 -2.173019 0.00 -0.02 0.03 0.102
H -0.983361 3.219789 -2.678328 -0.03 0.05 0.14 0.091
H -0.351572 1.697577 -0.820242 0.01 -0.02 -0.01 0.062
H -2.176203 -3.533099 1.381864 -0.04 0.03 -0.03 0.112
H -4.026171 -4.198077 -0.117983 0.02 0.08 0.01 0.107
H -4.947087 -2.572600 -1.743011 0.06 0.01 0.02 0.105
H -3.974158 -0.303382 -1.912088 0.01 -0.01 0.04 0.108
H -2.111698 0.354547 -0.409850 -0.01 0.00 -0.03 0.074
H -3.319166 -1.591712 2.914871 -0.02 0.02 0.02 0.104
H -3.977137 -1.937110 5.264637 0.06 0.02 -0.02 0.110
H -2.270345 -1.885545 7.051085 0.02 -0.01 -0.05 0.106
H 0.109185 -1.498121 6.481934 -0.04 0.01 -0.05 0.109
H 0.774279 -1.171128 4.128819 0.07 0.02 0.01 0.095
S 4.062851 -1.362787 1.686881 -0.15 -0.37 0.32 -0.060
S 5.636109 -0.395579 0.835073 0.03 0.14 -0.25 -0.055
S 5.146940 1.663898 0.905877 0.13 -0.01 0.06 -0.031
S 3.206516 1.828401 1.572362 -0.26 -0.09 -0.18 -0.007
C 3.678255 -5.012114 -3.149537 0.17 -0.29 -0.06 -0.181
Si 2.504961 -3.587511 -2.965601 0.02 0.18 0.14 0.373
C 2.519539 -2.537865 -4.508482 0.07 0.15 -0.18 -0.189
C 0.777034 -4.148484 -2.569147 -0.21 -0.14 0.04 -0.181
C 3.082496 -2.543538 -1.499608 -0.07 0.02 -0.18 -0.553
Te 1.989617 -0.715408 -1.357180 0.30 0.19 -0.32 1.263
C 3.511021 0.453785 -2.310152 -0.11 -0.03 0.02 -0.518
Si 2.966569 2.130463 -3.017723 -0.01 -0.22 0.04 0.379
C 2.712862 3.342907 -1.647693 0.02 0.24 0.19 -0.187
C 1.387392 1.893161 -3.989532 -0.13 -0.11 -0.19 -0.192
C 4.308713 2.679533 -4.183856 0.20 0.08 -0.18 -0.180
H 3.390065 -5.662936 -3.985026 0.06 0.10 0.14 0.037
H 3.698530 -5.619958 -2.238250 0.03 0.05 -0.12 0.037
H 4.694293 -4.648614 -3.338538 -0.09 -0.08 0.02 0.036
H 2.114601 -3.085386 -5.367263 0.06 0.06 0.11 0.038
H 3.540688 -2.224852 -4.761800 -0.16 -0.02 0.01 0.038
H 1.908573 -1.637640 -4.375927 0.04 -0.04 -0.07 0.009
H 0.273688 -4.593199 -3.434889 0.07 0.05 0.11 0.037
H 0.173245 -3.302862 -2.224116 -0.04 -0.06 -0.03 0.013
H 0.791923 -4.891272 -1.763035 -0.03 0.09 -0.09 0.040
H 4.133317 -2.253470 -1.539908 0.01 0.02 0.06 0.017
H 2.905605 -3.067503 -0.561410 0.03 0.02 0.04 -0.030
H 3.855008 -0.194647 -3.124538 -0.01 0.05 0.08 0.011
H 4.318234 0.561318 -1.579548 -0.03 -0.02 -0.07 -0.040
H 2.090134 2.912811 -0.861102 -0.03 0.07 0.04 -0.013
H 2.221528 4.257235 -1.998210 0.06 -0.09 0.01 0.044
H 3.669537 3.617590 -1.188457 -0.13 -0.03 -0.04 0.028
H 0.559579 1.550321 -3.358893 0.07 0.02 -0.07 0.004
H 1.529748 1.155591 -4.791718 -0.06 0.12 0.13 0.034
H 1.085627 2.839377 -4.456674 0.03 -0.15 0.07 0.039
H 5.270990 2.773536 -3.666306 -0.13 -0.01 -0.10 0.038
H 4.062959 3.656319 -4.621460 0.06 -0.17 0.06 0.038
H 4.427114 1.959950 -5.003837 0.02 0.14 0.10 0.034

[2]
87
Properties=species:S:1:pos:R:3:forces:R:3:lowdin_charge:R:1 method="wB97M-V/def2-TZVPD" orbital_gap_ev=6.46 homo_ev=-13.570 e_lumo_ev=-7.11 total_energy_ev=-131440.9783 total_charge=+2 relative_energy_ev=0.0000
C -0.215651 -8.292473 2.677876 0.38 -1.59 3.46 0.098
C -0.207081 -7.745651 1.639119 -0.47 3.10 -3.35 -0.131
C -0.316759 -6.727038 0.505863 0.35 -1.08 1.39 -0.178
C -0.525549 -5.276881 1.028760 -0.08 -0.43 -0.31 -0.196
C -0.556476 -5.031185 2.429113 -0.28 2.40 -0.46 0.020
C -0.710239 -3.673542 2.876276 0.12 -0.27 -1.72 -0.044
C -0.833990 -2.666806 1.884582 0.01 0.47 -0.41 -0.383
C -0.835458 -2.874465 0.475805 0.45 -2.73 0.45 -0.250
C -0.680231 -4.235078 0.034896 0.20 0.17 1.98 -0.475
Br -0.641345 -4.729361 -1.825989 -0.04 0.59 0.92 0.839
N -0.977322 -1.860999 -0.531012 -0.24 1.47 1.31 -0.036
C -2.386777 -1.629692 -0.906860 -0.75 -1.58 -0.85 -0.158
O -3.293186 -1.547307 0.184948 0.66 0.44 -1.16 -0.095
C -3.938322 -0.296924 0.306419 -0.47 0.36 0.99 -0.179
C -5.481811 -0.385326 0.719103 1.66 -0.41 -0.85 -0.119
O -6.046041 0.689338 0.001909 -1.15 -0.09 1.11 -0.132
C -6.189241 1.828971 0.812251 -0.02 1.36 -0.32 -0.166
C -4.838548 2.579201 0.871435 -1.01 0.33 1.19 -0.190
O -4.333921 2.743952 -0.439401 -0.70 0.25 0.21 -0.132
C -3.390574 3.746416 -0.484940 1.52 -0.70 -1.24 -0.202
C -2.028366 3.126850 0.058481 -0.41 0.58 0.81 0.014
C -0.276316 -0.659508 -0.236868 0.96 1.83 0.52 -0.199
C 0.386690 0.099825 -1.299433 0.66 0.73 -0.24 -0.084
C 0.232709 -0.459809 -2.747431 -0.48 1.62 0.15 -0.118
C 1.168967 0.219538 -3.794067 0.28 -1.57 -0.49 -0.170
C 2.569924 -0.525530 -3.815219 -0.34 1.23 -0.54 -0.134
C 3.775883 0.486719 -3.830436 -0.44 -1.48 0.04 -0.202
N 4.538418 0.348417 -2.565725 0.01 1.04 -0.87 -0.149
C 5.588110 1.433527 -2.594308 0.21 -0.35 0.54 -0.046
C 5.213404 -0.940034 -2.505391 -0.42 -0.42 2.35 -0.508
C 5.180030 -1.649392 -1.117421 0.23 0.34 -0.14 0.006
O 5.786609 -1.441101 -3.409578 0.23 -0.26 -1.37 0.145
C 1.146478 1.349749 -0.996903 -1.40 -1.17 1.83 0.106
C 1.266755 1.879508 0.391122 -0.62 -1.16 -2.01 -0.115
C 2.109355 3.145517 0.600656 -0.19 -0.19 0.16 -0.078
C 1.472897 4.231349 1.517127 0.75 0.62 -0.35 -0.149
O 0.977774 3.757102 2.774169 0.29 0.10 -0.07 -0.038
C 1.981177 3.515773 3.678296 -0.90 -0.53 2.95 -0.518
C 1.545754 3.350759 5.160357 -1.22 0.17 -0.22 0.031
O 3.126388 3.386939 3.415495 1.10 0.18 -1.40 0.143
C 0.608326 1.123295 1.414062 -0.25 -0.16 -1.06 0.013
C -0.142963 -0.079214 1.113464 -0.23 -0.90 0.02 -0.415
S -0.974745 -0.931506 2.454102 0.48 -0.25 -0.58 1.083
H -0.125991 -8.685805 3.690563 -0.18 -0.02 -1.00 0.062
H -1.179459 -7.031649 -0.115673 0.63 0.26 -0.01 0.109
H 0.648009 -6.790245 -0.046584 -0.86 0.17 -0.04 0.119
H -0.452102 -5.796612 3.206940 -0.02 0.09 -0.82 0.112
H -0.718465 -3.372992 3.934993 0.04 -0.38 -0.59 0.118
H -2.396625 -0.770128 -1.607519 -0.25 -0.09 0.54 0.131
H -2.709770 -2.518016 -1.501472 0.39 0.57 0.40 0.143
H -3.383468 0.280431 1.099067 -0.31 -0.29 -0.39 0.085
H -3.944656 0.315176 -0.621058 0.10 -0.64 0.24 0.124
H -5.947383 -1.324946 0.352104 0.53 0.48 0.27 0.149
H -5.577690 -0.303744 1.819519 -0.21 -0.01 -0.58 0.136
H -6.945036 2.506921 0.352537 0.58 -0.58 0.05 0.149
H -6.565011 1.627296 1.839427 0.36 -0.14 -0.52 0.142
H -4.114711 2.036967 1.522571 -0.40 0.29 -0.32 0.105
H -5.016447 3.580703 1.335264 0.12 -0.63 -0.22 0.148
H -3.245236 4.015480 -1.553847 -0.06 -0.09 0.65 0.148
H -3.634957 4.686833 0.050616 0.13 -0.67 0.11 0.148
H -2.245352 2.466069 0.935568 0.13 0.79 -0.16 0.090
H -1.551867 2.489618 -0.747070 -0.21 0.68 -0.86 0.086
H -1.353517 3.972883 0.307031 0.13 -1.07 -0.04 0.108
H -0.817265 -0.228334 -3.061883 0.59 -0.35 0.33 0.128
H 0.310210 -1.562979 -2.693804 0.12 0.59 -0.12 0.122
H 0.715529 0.039244 -4.795975 0.11 0.37 0.76 0.125
H 1.265802 1.318641 -3.681738 -0.16 -0.68 0.07 0.097
H 2.578574 -1.203461 -2.939377 0.46 0.30 -0.50 0.104
H 2.630089 -1.114115 -4.754337 -0.15 0.08 0.79 0.124
H 3.405551 1.526518 -3.923962 0.29 -0.52 0.11 0.113
H 4.415017 0.243409 -4.711696 -0.28 0.38 0.55 0.129
H 6.579339 0.948472 -2.503816 -0.35 0.64 0.05 0.100
H 5.561163 1.974919 -3.558973 0.08 -0.29 0.54 0.091
H 5.415441 2.141276 -1.757766 0.25 -0.37 -0.51 0.079
H 4.256426 -2.264009 -1.001427 0.53 0.51 -0.22 0.079
H 6.055900 -2.329840 -1.048997 -0.64 0.45 -0.09 0.092
H 5.216719 -0.911315 -0.288896 -0.09 -0.41 -0.51 0.076
H 1.666263 1.924900 -1.789066 -0.65 -0.66 0.44 0.132
H 2.352155 3.641379 -0.368938 -0.34 -0.54 0.55 0.141
H 3.088841 2.809486 1.015525 -0.70 0.23 -0.04 0.147
H 2.263068 4.983278 1.736953 -0.43 -0.49 -0.32 0.150
H 0.653982 4.788195 1.010455 0.37 -0.64 0.41 0.127
H 1.724922 2.319658 5.528521 0.13 0.56 -0.48 0.096
H 2.110021 4.037333 5.822222 -0.10 -0.36 -0.68 0.104
H 0.467543 3.563859 5.313871 0.61 -0.08 -0.19 0.085
H 0.660573 1.438926 2.465169 -0.17 -0.12 -0.60 0.135
Be -0.970850 1.146413 -0.189705 1.44 0.61 0.59 0.504